Record 1
Here is a gas-phase ion, CH3ClNO2Si (charge -1) at a distorted geometry from OMol25. Energies are from wB97M-V/def2-TZVPD.

Properties
Charge: -1
F_max (eV Å⁻¹): 4.66
HOMO (eV): -5.63
Kohn-Sham gap (eV): 9.421

CARTESIAN COORDINATES (ANGSTROEM)
C: 1.47512 -0.30179 -0.06917
N: 0.28024 -0.93051 -0.00762
O: 2.61784 -0.68765 -0.10397
O: 1.13029 0.97368 -0.23963
Si: -0.68732 0.54363 -0.08090
Cl: -2.68957 -0.44124 -0.15563
H: -0.09608 -1.85763 0.39776
H: -1.27884 1.46598 -1.02684
H: -0.75168 1.23553 1.28600

Want to see where the charge sits? The Löwdin charges in e are: -0.820, -0.041, 0.016, -0.188, 0.090, -0.056, 0.120, -0.084, -0.037



Record 2
Here is 2 unconnected molecules or ions with the total composition C10H13O2 at a distorted geometry from OMol25. Energies are from wB97M-V/def2-TZVPD.

Properties
Charge: -1
F_max (eV Å⁻¹): 1.26
HOMO (eV): -3.91
Kohn-Sham gap (eV): 7.370

CARTESIAN COORDINATES (ANGSTROEM)
C: 0.25595 -3.07660 1.14056
C: 0.48866 -2.01153 2.21440
O: 1.28086 -2.33271 3.13649
O: -0.09790 -0.91352 2.06821
H: 0.20265 -4.09977 1.50599
H: 1.02445 -2.95613 0.36405
H: -0.66267 -2.85009 0.59805
C: 1.49463 0.98671 -0.10411
C: 1.68819 2.08275 0.93248
C: 0.15075 0.91645 -0.77120
C: -1.00374 1.30091 -0.07920
C: -0.03432 0.38125 -2.03655
C: -2.27181 1.03237 -0.53705
C: -1.30874 0.13330 -2.53839
C: -2.42456 0.43927 -1.79417
H: 2.25759 1.09461 -0.88667
H: 1.69197 0.01374 0.35024
H: 0.96614 1.92867 1.74194
H: -0.87375 1.71185 0.90990
H: 0.84441 0.08937 -2.57582
H: -3.17068 1.20228 0.04446
H: -1.37949 -0.22600 -3.55613
H: -3.42265 0.15009 -2.10956
H: 1.69555 3.06274 0.47121
H: 2.60850 1.94001 1.51089

Want to see where the charge sits? The Löwdin charges in e are: -0.062, -0.805, -0.116, -0.094, 0.050, 0.058, 0.049, -0.215, -0.109, -0.226, -0.048, -0.058, -0.084, -0.112, -0.119, 0.104, 0.110, 0.067, 0.097, 0.097, 0.098, 0.089, 0.090, 0.068, 0.072



Record 3
Here is C18H31N3O2 in the gas phase at a distorted geometry from OMol25. Energies are from wB97M-V/def2-TZVPD.

Properties
SMILES string: CC(C)CCc1noc(CN(CC2CCC2)C[C@H]2CCCO2)n1
F_max (eV Å⁻¹): 1.21
HOMO (eV): -8.43
Kohn-Sham gap (eV): 9.210

CARTESIAN COORDINATES (ANGSTROEM)
C: 3.15694 0.07265 -2.68920
H: 2.16040 0.17693 -3.11354
H: 3.76334 -0.51142 -3.37931
H: 3.59881 1.06358 -2.60609
C: 3.09677 -0.61135 -1.32397
C: 4.49471 -0.69996 -0.71688
H: 4.44935 -1.05690 0.30839
H: 4.96508 0.28143 -0.71012
H: 5.12179 -1.37476 -1.29725
C: 2.45224 -1.99313 -1.47598
H: 3.08063 -2.61955 -2.11390
H: 1.48325 -1.87395 -1.96532
C: 2.22562 -2.71673 -0.14498
C: 1.38072 -1.90866 0.76481
N: 1.73087 -1.55504 1.96707
O: 0.67946 -0.83200 2.44767
C: -0.23678 -0.79551 1.47623
N: 0.13551 -1.46010 0.42486
C: -1.51946 -0.06584 1.71615
N: -2.02504 0.72488 0.61821
C: -1.29196 1.94255 0.35404
H: -1.90084 2.54266 -0.32949
C: 0.11785 1.80328 -0.25951
H: 0.08794 1.04928 -1.05491
O: 1.05881 1.33886 0.70342
C: 1.92612 2.39464 1.05433
H: 2.85791 1.95006 1.40610
C: 2.06873 3.22379 -0.21910
H: 2.40158 4.24005 -0.02256
H: 2.77087 2.73960 -0.89765
C: 0.64804 3.15447 -0.77915
H: 0.62155 3.20788 -1.86508
H: 0.04396 3.96860 -0.37501
H: 1.48827 2.99828 1.86346
H: -1.20133 2.48716 1.29929
C: -2.38448 -0.03965 -0.56859
C: -3.65109 -0.86094 -0.34012
H: -3.44041 -1.69510 0.32960
C: -4.87899 -0.01669 0.04588
H: -4.64993 1.01956 0.28123
H: -5.46252 -0.44226 0.85916
C: -5.48641 -0.27159 -1.34203
H: -6.49134 -0.68843 -1.34285
H: -5.47278 0.60339 -1.98847
C: -4.36051 -1.27220 -1.64412
H: -4.69204 -2.30830 -1.64667
H: -3.79541 -1.08524 -2.55520
H: -2.58092 0.68209 -1.36467
H: -1.57494 -0.70782 -0.89032
H: -1.36651 0.58542 2.58069
H: -2.28597 -0.80315 1.97888
H: 1.71263 -3.66180 -0.34153
H: 3.16737 -2.93077 0.35855
H: 2.46863 -0.01326 -0.65779

Want to see where the charge sits? The Löwdin charges in e are: -0.078, 0.074, 0.079, 0.066, -0.438, -0.066, 0.070, 0.075, 0.083, -0.177, 0.118, 0.111, -0.122, -0.366, 0.143, 0.032, -0.322, 0.213, -0.081, -0.149, -0.128, 0.128, -0.298, 0.142, -0.147, -0.182, 0.127, -0.142, 0.112, 0.100, -0.118, 0.115, 0.113, 0.126, 0.135, -0.173, -0.296, 0.128, -0.142, 0.099, 0.104, -0.170, 0.097, 0.099, -0.146, 0.103, 0.102, 0.131, 0.106, 0.138, 0.131, 0.121, 0.112, 0.107



Record 4
Here is 2 unconnected molecules or ions with the total composition C3H11NO at a distorted geometry from OMol25. Energies are from wB97M-V/def2-TZVPD.

Properties
SMILES string: CCCN.O
F_max (eV Å⁻¹): 2.11
HOMO (eV): -9.67
Kohn-Sham gap (eV): 10.431

CARTESIAN COORDINATES (ANGSTROEM)
N: 0.37991 -1.68678 -1.34448
C: 0.18142 1.97316 -0.07952
C: 0.58707 -0.23552 -1.45349
C: 0.40355 0.39898 -0.00670
H: -0.39821 -1.77514 -0.68160
H: 0.01304 -1.98455 -2.25520
H: 1.09704 2.38647 -0.53496
H: 0.00143 2.48892 0.87871
H: -0.66852 2.17516 -0.75286
H: -0.11366 0.34698 -2.08209
H: 1.60580 -0.08986 -1.86146
H: 1.34366 0.31079 0.57111
H: -0.41552 -0.00383 0.61965
O: -1.12025 -1.37454 3.32511
H: -1.38513 -0.71021 2.64926
H: -1.51164 -2.22004 3.00854

Want to see where the charge sits? The Löwdin charges in e are: -0.030, -0.123, -0.298, -0.236, 0.053, 0.066, 0.067, 0.065, 0.060, 0.097, 0.109, 0.101, 0.077, -0.086, 0.029, 0.049



Record 5
Here is a gas-phase ion, C4H3BrNO (charge +1) at a distorted geometry from OMol25. Energies are from wB97M-V/def2-TZVPD.

Properties
Charge: +1
SMILES string: C#[N+]/C=C(/Br)C=O
F_max (eV Å⁻¹): 4.28
HOMO (eV): -14.53
Kohn-Sham gap (eV): 8.170

CARTESIAN COORDINATES (ANGSTROEM)
C: -0.87386 -1.52183 -0.06604
C: -0.65222 0.97685 -0.00462
C: 1.74482 0.55348 -0.02745
C: -1.48505 -0.16178 0.05748
N: 0.65255 0.87717 0.06663
O: 0.29733 -1.71267 0.08192
Br: -3.33096 0.10970 -0.01664
H: -1.55331 -2.25868 -0.28704
H: -0.87269 2.07714 0.00241
H: 2.75576 0.53356 -0.23042

Want to see where the charge sits? The Löwdin charges in e are: -0.226, -0.112, 0.369, -0.556, 0.110, 0.107, 0.910, 0.098, 0.169, 0.130



Record 6
Here is a gas-phase ion, C5H5ClNO2S (charge -1) at a distorted geometry from OMol25. Energies are from wB97M-V/def2-TZVPD.

Properties
Charge: -1
F_max (eV Å⁻¹): 4.36
HOMO (spin up / spin down) (eV): -4.92 / -4.08
Kohn-Sham gap (spin up / spin down) (eV): 8.070 / 5.992

CARTESIAN COORDINATES (ANGSTROEM)
C: -1.65052 0.67166 0.63349
C: -1.87164 -1.65027 0.22713
C: -0.20021 0.93190 0.09893
C: 1.89794 0.17869 -0.62944
C: 0.99930 0.19335 0.56764
N: -2.14511 -0.51864 0.87983
O: -2.16543 1.77103 0.89095
O: -2.18295 -2.77302 0.51891
S: -1.30675 -1.39563 -1.51745
Cl: -0.08151 2.29944 -0.81030
H: 2.28468 1.22036 -1.09395
H: 1.30394 -0.40325 -1.45482
H: 2.69944 -0.45106 -0.50211
H: 1.64950 0.67772 1.29252
H: 0.76932 -0.75230 0.89868

Want to see where the charge sits? The Löwdin charges in e are: -0.626, -0.964, -0.640, -0.199, -0.288, 0.078, -0.065, -0.064, 0.619, 0.774, 0.098, 0.061, 0.019, 0.113, 0.083



Computed ΔE to the lowest compared entry with this formula, charge and spin, in the same sequence as the records: 0.0 5.5 58.6 19.2 12.9 40.9 kcal/mol.
Computed total energy, in the same sequence as the records: -995.0010 -539.3833 -1019.1642 -250.8661 -2857.8421 -1257.1076 Ha.